7 unconnected molecules or ions with the total composition C29H68Cl4O2S2 at a distorted geometry. Source: the OMol25 dataset; level of theory: ωB97M-V/def2-TZVPD.

F_max = 4.0 eV/A
Expectation value of S² = 0.752
Multiplicity = 2
Calculated total energy = -3933.13379 hartree
Kohn-Sham gap (spin up / spin down) = 2.1 / 8.0 eV
Lowest unoccupied orbital energy (spin up / spin down) = 2.1 / 2.1 eV
Charge = -1
Highest occupied orbital energy (spin up / spin down) = 0.01 / -5.92 eV

CARTESIAN COORDINATES (ANGSTROEM)
C  3.05  -3.61  1.88
S  4.76  -3.04  1.78
O  4.84  -2.17  0.53
C  4.66  -1.92  3.29
H  2.70  -3.94  2.86
H  3.19  -4.59  1.42
H  2.34  -3.10  1.23
H  4.03  -1.04  3.15
H  5.64  -1.45  3.27
H  4.52  -2.35  4.28
C  -1.06  5.71  -0.96
S  -0.47  4.75  -2.42
O  1.03  4.37  -2.20
C  -1.49  3.30  -2.13
H  -0.68  6.72  -1.03
H  -0.63  5.39  -0.01
H  -2.15  5.76  -0.99
H  -2.52  3.48  -1.83
H  -1.04  2.60  -1.42
H  -1.66  2.71  -3.04
C  3.08  -0.36  -1.89
Cl  2.02  0.75  -2.75
Cl  3.00  -1.98  -2.44
Cl  4.82  0.20  -2.05
Cl  2.64  -0.44  -0.16
C  -3.72  -0.01  -2.51
C  -4.33  0.07  -1.12
C  -5.74  -0.51  -0.83
C  -7.00  0.22  -1.36
C  -8.34  -0.20  -0.80
C  -8.54  0.05  0.71
H  -4.27  0.47  -3.31
H  -3.54  -1.08  -2.61
H  -2.78  0.53  -2.45
H  -3.70  -0.44  -0.39
H  -4.31  1.11  -0.79
H  -5.87  -0.53  0.25
H  -5.77  -1.51  -1.26
H  -6.86  1.23  -0.98
H  -7.05  0.26  -2.45
H  -9.04  0.32  -1.45
H  -8.46  -1.23  -1.14
H  -8.59  1.05  1.13
H  -9.53  -0.32  0.97
H  -7.87  -0.57  1.31
C  0.46  -2.48  5.61
C  -0.41  -1.65  4.55
C  0.34  -1.60  3.17
C  -0.52  -1.19  2.01
C  -0.96  0.26  2.00
C  -0.95  0.88  0.62
H  0.14  -2.30  6.64
H  1.52  -2.24  5.63
H  0.36  -3.55  5.41
H  -1.28  -2.30  4.48
H  -0.77  -0.73  5.01
H  0.78  -2.58  3.03
H  1.19  -0.91  3.24
H  0.17  -1.45  1.20
H  -1.41  -1.81  1.98
H  -1.98  0.29  2.39
H  -0.22  0.82  2.57
H  0.08  0.92  0.28
H  -1.47  0.26  -0.11
H  -1.38  1.88  0.69
C  1.82  3.79  1.39
C  3.04  3.53  0.46
C  3.58  4.87  -0.10
C  4.82  4.82  -0.85
C  5.05  6.10  -1.67
C  6.48  6.35  -2.08
H  1.97  4.35  2.31
H  1.43  2.83  1.72
H  1.01  4.09  0.73
H  3.74  2.82  0.90
H  2.68  2.86  -0.32
H  3.78  5.62  0.65
H  2.82  5.25  -0.79
H  5.52  4.70  -0.02
H  4.81  3.90  -1.43
H  4.40  5.94  -2.52
H  4.69  7.03  -1.23
H  6.86  5.67  -2.84
H  6.52  7.40  -2.37
H  7.28  6.24  -1.35
C  -0.41  -2.66  -3.32
C  -0.68  -2.64  -1.79
C  0.27  -3.68  -1.05
C  0.22  -5.11  -1.29
C  1.09  -6.02  -0.44
C  1.04  -7.56  -0.76
H  0.08  -1.77  -3.69
H  -1.39  -2.73  -3.79
H  0.03  -3.58  -3.71
H  -0.67  -1.60  -1.49
H  -1.72  -2.93  -1.66
H  0.00  -3.52  0.00
H  1.31  -3.35  -1.06
H  -0.80  -5.47  -1.25
H  0.48  -5.25  -2.35
H  2.14  -5.76  -0.54
H  0.89  -5.74  0.59
H  1.67  -8.27  -0.22
H  0.02  -7.94  -0.63
H  1.19  -7.72  -1.82

***

6 unconnected molecules or ions with the total composition C48H58FN7O5 at a distorted geometry. Source: the OMol25 dataset; level of theory: ωB97M-V/def2-TZVPD.

F_max = 1.2 eV/A
Multiplicity = 1
Calculated total energy = -2723.08217 hartree
Structure (SMILES) = CCCCCCCCCc1c(F)cc(ON=O)c2c1C(=O)c1cc(C)cc(CC(=O)N(C)C)c1C2=O.c1cc[nH]c1.c1cc[nH]c1.c1cc[nH]c1.c1cc[nH]c1.c1cc[nH]c1
Kohn-Sham gap = 7.1 eV
Lowest unoccupied orbital energy = -1.1 eV
Highest occupied orbital energy = -8.19 eV

CARTESIAN COORDINATES (ANGSTROEM)
C  0.41  5.38  -2.69
C  -0.03  4.20  -3.58
C  0.15  2.84  -2.92
C  -0.19  1.69  -3.88
C  -0.69  0.39  -3.18
C  0.53  -0.36  -2.67
C  0.28  -1.53  -1.73
C  1.55  -2.36  -1.52
C  2.36  -2.01  -0.23
C  2.38  -0.52  0.02
C  3.24  0.29  -0.71
F  4.07  -0.28  -1.59
C  3.25  1.66  -0.58
C  2.39  2.27  0.31
O  2.34  3.64  0.44
N  3.66  4.30  0.24
O  4.35  4.14  1.14
C  1.51  1.51  1.08
C  1.53  0.12  0.92
C  0.57  -0.64  1.79
O  0.85  -1.69  2.32
C  -0.74  0.01  2.01
C  -1.88  -0.77  2.10
C  -3.10  -0.15  2.30
C  -4.35  -0.98  2.34
C  -3.14  1.23  2.45
C  -1.99  2.02  2.38
C  -2.12  3.52  2.56
C  -3.48  3.99  2.06
O  -4.31  4.38  2.87
N  -3.76  3.88  0.72
C  -5.02  4.52  0.35
C  -2.63  4.19  -0.18
C  -0.77  1.39  2.15
C  0.52  2.12  2.04
O  0.77  3.13  2.65
H  0.87  5.05  -1.77
H  -0.42  6.02  -2.42
H  1.13  6.00  -3.22
H  0.59  4.20  -4.47
H  -1.06  4.34  -3.89
H  -0.38  2.74  -1.97
H  1.21  2.76  -2.67
H  0.75  1.42  -4.36
H  -0.88  2.02  -4.65
H  -1.31  0.68  -2.33
H  -1.25  -0.18  -3.91
H  1.14  -0.71  -3.50
H  1.11  0.40  -2.15
H  -0.15  -1.23  -0.77
H  -0.49  -2.16  -2.18
H  2.20  -2.34  -2.38
H  1.25  -3.40  -1.39
H  1.97  -2.53  0.63
H  3.38  -2.34  -0.42
H  3.92  2.23  -1.21
H  -1.79  -1.84  2.01
H  -5.18  -0.48  2.82
H  -4.64  -1.23  1.32
H  -4.14  -1.93  2.83
H  -4.10  1.68  2.63
H  -1.32  4.02  2.03
H  -2.10  3.77  3.61
H  -5.08  5.55  0.69
H  -5.18  4.46  -0.72
H  -5.84  3.99  0.84
H  -1.95  4.92  0.24
H  -3.03  4.61  -1.09
H  -2.09  3.28  -0.45
N  6.50  -0.36  1.44
C  7.35  -0.79  2.41
C  8.09  -1.82  1.89
C  7.67  -2.01  0.55
C  6.68  -1.09  0.30
H  5.83  0.39  1.54
H  7.36  -0.33  3.39
H  8.86  -2.37  2.41
H  8.04  -2.74  -0.15
H  6.10  -0.90  -0.59
N  -8.83  4.61  -1.40
C  -9.10  4.11  -0.16
C  -9.40  2.78  -0.30
C  -9.29  2.47  -1.69
C  -8.94  3.62  -2.34
H  -8.58  5.57  -1.60
H  -9.07  4.73  0.71
H  -9.66  2.10  0.49
H  -9.46  1.51  -2.15
H  -8.76  3.82  -3.38
N  -0.27  -5.76  -3.29
C  -0.36  -7.05  -2.84
C  0.84  -7.66  -3.07
C  1.69  -6.69  -3.68
C  0.97  -5.54  -3.80
H  -1.01  -5.08  -3.24
H  -1.27  -7.42  -2.39
H  1.09  -8.68  -2.83
H  2.71  -6.84  -4.00
H  1.24  -4.57  -4.21
N  5.42  4.50  5.41
C  6.54  4.19  6.13
C  7.32  3.36  5.38
C  6.64  3.16  4.14
C  5.48  3.87  4.19
H  4.68  5.09  5.72
H  6.68  4.59  7.12
H  8.26  2.94  5.67
H  6.98  2.55  3.31
H  4.69  3.99  3.48
N  -1.32  -9.47  -0.06
C  -1.51  -9.96  1.20
C  -1.74  -11.31  1.09
C  -1.68  -11.64  -0.29
C  -1.42  -10.48  -0.97
H  -1.14  -8.51  -0.28
H  -1.47  -9.32  2.06
H  -1.93  -11.98  1.91
H  -1.82  -12.61  -0.73
H  -1.29  -10.30  -2.03